No. 1
70
Properties=species:S:1:pos:R:3:forces:R:3:lowdin_spin:R:1 method="wB97M-V/def2-TZVPD" e_lumo_ha="-0.27484 / -0.28851" charge=+2 relative_energy_kcal_mol=153.22 energy_ev=-47622.34044 spin_multiplicity=3 fmax_ev_per_a=7.305
W 0.235547 0.544594 -2.511776 3.86 2.01 5.87 1.006
P -1.459489 -0.093769 -3.761229 -2.14 -2.47 -3.82 0.010
P 0.683784 -1.620586 -2.600039 0.05 -2.33 -2.35 0.034
O 0.128805 3.293437 1.766173 -0.78 -1.29 -1.07 0.040
O -0.565261 1.245288 2.622389 -0.20 0.38 -1.66 0.040
C 0.031406 -2.312218 -4.220818 0.24 -0.17 0.87 0.002
C -1.869878 1.454456 -4.630449 -0.47 0.04 0.29 0.003
C 1.536186 1.243445 3.835089 0.23 -0.21 -0.12 0.001
C -0.831363 4.289752 3.744465 -0.30 0.04 -0.07 0.001
C 2.096177 -0.775477 0.440454 0.11 0.40 -0.74 -0.010
C 0.283834 3.396507 3.200368 -0.09 0.52 1.10 0.012
C -0.599788 -2.481009 1.774034 -0.09 -0.37 -0.26 0.000
C -0.562609 1.691740 4.991008 -0.27 0.23 0.23 0.001
C -0.640213 -1.212209 -5.023995 -0.33 0.12 -0.15 0.011
C 2.204705 -0.721127 -3.148328 -0.14 -0.48 0.29 0.086
C -1.147522 1.339404 -0.943240 -0.74 -0.41 -2.05 0.394
C 0.844930 -2.261992 2.179997 -0.36 -1.01 0.57 0.000
C -1.836882 -3.464923 -0.344864 0.69 -1.11 -1.53 0.000
C 1.136945 -3.145268 -1.793505 0.03 -0.85 0.95 0.002
C 0.171172 1.900771 3.682998 0.65 0.35 0.86 0.012
C -1.678124 -3.996630 -1.575564 -0.81 1.57 3.16 0.000
C 1.760337 -1.361958 1.859258 0.16 1.33 -1.63 0.000
C -0.965896 -3.732160 0.922780 0.26 -0.70 -0.63 0.000
C 1.363393 0.334381 -0.409559 0.61 0.34 -0.33 -0.087
C 1.596369 4.102254 3.493654 0.43 -0.15 0.12 0.002
C -2.951394 -1.129469 -3.512838 -0.51 0.36 0.41 -0.002
B -0.479257 2.078795 1.531170 0.76 0.99 2.42 0.240
H 1.917660 0.324034 -3.547497 0.98 -0.58 -0.36 0.044
H 2.573089 -1.342840 -3.960820 0.15 0.54 -0.43 0.002
H -0.813798 5.256106 3.221134 -0.04 -0.33 0.08 0.000
H -0.676173 4.498869 4.812784 -0.06 -0.17 -0.32 0.000
H -3.301637 -1.568953 -4.467269 0.34 0.46 0.40 -0.001
H -2.710018 1.937762 -4.109610 0.29 -0.04 -0.11 0.001
H 2.168149 1.357696 2.943592 -0.14 0.01 0.14 0.000
H 1.404799 0.174819 4.030324 -0.05 0.24 0.01 0.000
H 1.602824 5.083895 3.006676 -0.03 -0.25 0.04 0.000
H -2.155297 1.293657 -5.674476 0.20 -0.04 0.10 -0.001
H 1.713978 4.278518 4.572723 -0.10 -0.12 -0.28 0.001
H -0.876215 1.748817 0.304525 -0.07 -0.01 0.24 0.116
H 2.463661 3.527031 3.155969 -0.13 0.21 -0.04 0.000
H 0.299449 -3.867672 -1.929852 0.72 0.59 -0.27 0.001
H -2.738687 -1.966473 -2.828619 0.03 0.39 -0.17 0.000
H -0.657683 -3.121294 -3.919148 0.31 0.18 -0.43 0.000
H 2.044869 -3.559106 -2.261453 -0.22 0.26 0.17 0.000
H 1.097345 1.116770 0.321745 -0.62 -0.23 -0.62 -0.003
H 1.140836 -2.953778 2.974026 -0.28 0.69 0.51 0.000
H 0.013979 2.173904 5.789852 -0.21 -0.08 -0.07 0.001
H -1.513979 -4.442721 1.573013 0.04 0.38 -0.58 0.000
H -1.821103 3.828741 3.623129 0.20 0.20 -0.04 0.000
H -1.088672 -2.721256 2.728336 0.06 0.63 -0.12 0.000
H -0.933498 0.178644 -0.982978 -0.40 1.63 0.51 0.011
H 2.953404 -0.656608 -2.346651 -0.26 0.17 -0.39 0.004
H -1.049209 -1.546285 1.411508 0.13 -0.26 -0.12 0.000
H 1.265641 -3.038342 -0.714416 0.14 -0.14 -0.22 0.000
H -1.392652 -1.599051 -5.718301 0.11 -0.08 0.09 0.001
H 2.247448 -1.621345 -0.243539 0.18 0.18 0.55 -0.001
H -1.002683 2.128210 -4.581087 -0.10 0.04 -0.19 0.005
H 2.065574 1.676535 4.694349 -0.11 -0.07 -0.30 0.000
H -2.186019 1.538092 -1.173888 -0.24 0.18 0.37 0.011
H -2.713636 -2.821931 -0.173250 0.03 -0.31 -0.28 0.000
H -0.623934 0.622303 5.223310 0.02 0.21 -0.11 0.000
H 3.113426 -0.356787 0.562491 -0.35 -0.13 0.03 -0.004
H 0.070541 -0.655581 -5.641261 0.05 0.10 0.21 0.002
H -0.507061 2.037291 -1.619085 -1.13 0.14 1.47 0.015
H 0.947580 -2.712076 -4.677604 -0.53 -0.25 -0.21 0.000
H -3.759297 -0.511524 -3.097280 0.12 -0.30 0.03 0.001
H 2.459937 -1.000971 2.621457 0.31 -1.03 -0.51 0.000
H -0.059650 -4.295811 0.626556 -0.42 0.35 0.06 0.000
H 2.104849 0.861168 -1.083037 -0.02 -0.32 0.45 -0.002
H -1.574050 2.111516 4.985988 0.23 -0.14 -0.01 0.000

***

No. 2
33
Properties=species:S:1:pos:R:3:forces:R:3:lowdin_charge:R:1 method="wB97M-V/def2-TZVPD" e_lumo_ha=-0.01045 smiles="CC(C)OC(=S)SCN(C)c1ccccc1" relative_energy_kcal_mol=67.98 energy_ev=-37925.03041 fmax_ev_per_a=3.443
S 1.424305 -2.942307 0.044045 -0.40 -0.54 -0.09 0.556
S -0.784674 -1.093020 0.221990 -3.10 1.49 0.14 0.825
O -1.091792 -3.698936 0.240885 -0.23 0.80 -0.18 -0.141
N 0.528981 1.721474 -0.357786 -2.78 -0.60 0.61 -0.201
C -0.212465 -2.681541 0.146047 2.09 -0.71 0.19 -1.272
C 2.772955 4.143307 1.449402 -0.01 -0.29 0.02 -0.085
C 0.152025 2.014848 -1.752962 0.06 -0.39 0.17 -0.039
C 2.912934 1.925537 -0.263960 -0.48 0.23 0.61 -0.013
C 4.019311 3.618788 1.069502 -0.23 -0.10 -0.08 -0.086
C -3.253558 -4.748231 0.516941 -0.09 -0.16 0.23 -0.050
C 1.661401 2.369665 0.209243 1.06 0.50 -0.13 -0.241
C -0.437607 0.997614 0.367587 2.10 2.13 -0.10 -0.242
C -2.549988 -3.440244 0.240541 0.28 -0.06 0.66 -0.454
C 4.083788 2.504810 0.223553 -0.27 0.10 -0.12 -0.076
C 1.582492 3.513387 1.051404 0.22 -0.67 -0.48 -0.011
C -2.989501 -2.864148 -1.058866 -0.22 0.44 -1.46 -0.097
H -4.324772 -4.543972 0.610813 0.09 0.00 -0.15 0.089
H -2.418394 -1.966879 -1.354738 -0.37 -0.60 0.15 0.028
H 4.949636 4.083302 1.413150 -0.44 -0.14 -0.09 0.106
H -3.108402 -5.504255 -0.257024 0.10 0.17 -0.04 0.089
H 0.917761 2.657162 -2.186532 -0.08 -0.17 -0.09 0.091
H 2.912667 1.115252 -1.000472 0.17 0.18 0.45 0.127
H -2.779185 -2.767533 1.079497 0.30 0.01 -0.27 0.126
H -1.488238 1.313014 0.070709 1.19 -1.33 0.27 0.106
H 0.100250 1.043376 -2.279341 -0.03 0.58 -0.08 0.096
H -2.905426 -3.620917 -1.856830 0.06 0.22 0.24 0.096
H -0.223683 1.009189 1.446432 -0.26 -0.01 -0.55 0.081
H -4.045570 -2.572543 -1.017548 0.13 -0.07 0.14 0.092
H -0.828472 2.538736 -1.829897 0.56 -0.37 0.19 0.096
H -2.944833 -5.160242 1.468908 0.21 -0.15 0.19 0.080
H 5.035595 2.073143 -0.079904 -0.11 0.27 0.07 0.106
H 2.727007 5.044472 2.075328 0.01 -0.47 -0.29 0.106
H 0.605464 3.917707 1.349872 0.47 -0.27 -0.13 0.115